Entry from the Open Molecules 2025 dataset: a cluster of 12 separate species, C48H63N9O9 in total at a distorted geometry (the ωB97M-V functional and the def2-TZVPD basis).

Cartesian coordinates (Å):
1 C 5.355 -2.758 2.249
2 C 4.160 -1.841 2.378
3 C 3.451 -1.781 1.022
4 O 2.082 -2.157 1.275
5 C 1.999 -2.599 2.540
6 O 1.031 -3.052 3.064
7 O 3.153 -2.435 3.211
8 H 6.001 -2.566 3.115
9 H 6.041 -2.369 1.491
10 H 5.127 -3.814 2.146
11 H 4.548 -0.865 2.664
12 H 3.718 -2.602 0.357
13 H 3.515 -0.797 0.564
14 C 0.697 -0.163 4.099
15 C 1.837 0.785 3.930
16 C 2.449 0.944 2.529
17 O 2.602 2.353 2.288
18 C 1.856 2.968 3.274
19 O 1.785 4.168 3.304
20 O 1.273 2.123 4.061
21 H 0.888 -1.241 4.006
22 H -0.104 -0.101 3.361
23 H 0.224 -0.136 5.082
24 H 2.573 0.665 4.726
25 H 1.890 0.412 1.755
26 H 3.472 0.558 2.501
27 C -0.863 -1.349 0.621
28 C -0.376 -1.003 -0.804
29 C -1.323 -0.071 -1.513
30 O -0.597 1.113 -1.721
31 C 0.572 1.064 -1.131
32 O 1.296 1.982 -0.882
33 O 0.779 -0.180 -0.569
34 H -1.786 -1.925 0.691
35 H -0.997 -0.459 1.245
36 H -0.062 -1.888 1.133
37 H -0.285 -1.996 -1.244
38 H -2.246 0.042 -0.945
39 H -1.569 -0.551 -2.458
40 C 0.273 -3.640 -2.671
41 C 1.218 -2.709 -3.083
42 C 2.372 -2.930 -2.354
43 N 2.178 -3.997 -1.534
44 C 0.861 -4.389 -1.667
45 H -0.697 -3.786 -3.119
46 H 1.080 -1.893 -3.777
47 H 3.368 -2.520 -2.404
48 H 2.795 -4.486 -0.916
49 H 0.396 -5.156 -1.068
50 C -2.555 1.030 5.285
51 C -2.613 0.869 3.880
52 C -2.893 -0.475 3.633
53 N -3.146 -1.035 4.883
54 C -2.821 -0.158 5.870
55 H -2.259 1.955 5.757
56 H -2.274 1.599 3.162
57 H -3.075 -1.034 2.734
58 H -3.363 -2.003 5.034
59 H -2.827 -0.415 6.916
60 C -0.098 -0.847 -6.190
61 C -1.228 -0.702 -5.323
62 C -1.033 0.455 -4.624
63 N 0.122 1.036 -5.079
64 C 0.690 0.265 -6.051
65 H 0.134 -1.627 -6.899
66 H -1.858 -1.541 -5.070
67 H -1.701 0.997 -3.979
68 H 0.453 1.949 -4.800
69 H 1.672 0.616 -6.331
70 C 3.480 6.073 -1.248
71 C 2.262 6.675 -0.919
72 C 1.609 5.894 0.025
73 N 2.385 4.807 0.270
74 C 3.553 4.960 -0.412
75 H 4.229 6.524 -1.876
76 H 1.863 7.537 -1.434
77 H 0.674 6.081 0.525
78 H 2.278 4.053 0.930
79 H 4.282 4.166 -0.339
80 C -5.573 -3.094 2.534
81 C -5.405 -1.980 1.713
82 C -6.588 -1.294 1.643
83 N -7.422 -1.837 2.611
84 C -6.775 -2.912 3.187
85 H -4.908 -3.924 2.714
86 H -4.544 -1.708 1.121
87 H -6.768 -0.359 1.139
88 H -8.385 -1.626 2.788
89 H -7.248 -3.531 3.932
90 C 5.188 -0.411 -2.906
91 C 5.890 0.278 -1.867
92 C 4.919 0.897 -1.081
93 N 3.699 0.603 -1.637
94 C 3.873 0.011 -2.837
95 H 5.632 -0.964 -3.719
96 H 6.929 0.313 -1.583
97 H 5.078 1.329 -0.106
98 H 2.802 0.897 -1.275
99 H 2.988 -0.264 -3.390
100 C -2.014 -4.911 -0.500
101 C -2.159 -4.833 0.909
102 C -2.336 -6.150 1.300
103 N -2.265 -6.969 0.221
104 C -2.018 -6.213 -0.913
105 H -1.856 -4.076 -1.167
106 H -2.018 -3.932 1.478
107 H -2.411 -6.598 2.278
108 H -2.185 -7.968 0.191
109 H -1.790 -6.683 -1.853
110 C -3.619 3.331 -0.218
111 C -4.563 2.340 0.088
112 C -5.169 2.779 1.244
113 N -4.494 3.822 1.786
114 C -3.475 4.130 0.904
115 H -3.003 3.323 -1.105
116 H -4.673 1.507 -0.587
117 H -6.059 2.375 1.702
118 H -4.735 4.323 2.619
119 H -2.817 4.952 1.139
120 C -0.490 4.790 -4.404
121 C 0.521 4.566 -5.318
122 C 1.655 4.149 -4.671
123 N 1.294 4.059 -3.351
124 C 0.050 4.614 -3.118
125 H -1.447 5.237 -4.618
126 H 0.385 4.634 -6.388
127 H 2.635 3.857 -5.005
128 H 1.976 3.724 -2.686
129 H -0.253 4.717 -2.091

Output
Energy above the lowest of the compared OMol25 structures with the same formula, charge and spin = 140.2 kJ/mol
Orbital gap = 0.291 Eh
HOMO level = -7.6 eV